DFT (ωB97M-V with the def2-TZVPD basis set) results for a molecular structure, C7H11N at a distorted geometry.

Values from the calculation:
energy above the lowest of the compared OMol25 structures with the same formula, charge and spin	791.4	kJ/mol
highest occupied orbital energy	-9.21	eV
LUMO energy	0.880	eV
frontier orbital gap	10.09	eV

ORCA input file:
```
! wB97M-V def2-TZVPD RIJCOSX def2/J DEFGRID3
* xyz 0 1
C 2.250 -0.545 -0.110
C 0.707 0.055 0.122
C -0.118 -0.479 -1.002
C -1.159 0.002 -0.075
C -0.355 -0.338 1.212
C -0.866 1.586 -0.167
C 0.462 1.650 0.042
H 2.801 -0.872 1.096
H 2.816 0.542 -0.544
H 2.046 -1.712 -0.601
H -0.086 0.103 -1.988
H -0.157 -1.611 -0.997
H -3.140 -0.506 -0.759
H -2.088 -1.603 -0.087
H -0.365 -1.302 1.714
H -0.393 0.497 2.030
H -1.420 2.547 -0.148
H 1.449 2.445 0.201
N -2.383 -0.460 0.061
*
```

For each atom in turn, the Löwdin charge in e is: -0.081, -0.511, -0.130, -0.695, -0.028, -0.022, -0.048, 0.119, 0.117, 0.112, 0.153, 0.133, 0.136, 0.173, 0.105, 0.141, 0.105, 0.174, 0.047